Record 1
{
  "formula": "H24NO10",
  "method": "wB97M-V/def2-TZVPD",
  "total_charge": 1,
  "homo_energy_ev": -13.794,
  "gap_ev": 10.89,
  "e_tot_ev": -22347.24084,
  "lumo_ev": -2.901,
  "max_force_ev_per_a": 9.46,
  "elements": ["N", "H", "H", "H", "H", "O", "H", "H", "O", "H", "H", "O", "H", "H", "O", "H", "H", "O", "H", "H", "O", "H", "H", "O", "H", "H", "O", "H", "H", "O", "H", "H", "O", "H", "H"],
  "xyz": [[-0.33497, -0.30854, -0.21197], [0.03803, -0.43054, -1.11497], [-1.07197, -0.99054, -0.07497], [-0.71797, 0.55846, 0.04803], [0.36803, -0.54754, 0.36903], [1.84903, 0.15846, -3.36697], [1.75603, 1.08046, -3.21297], [2.56803, -0.11754, -2.71397], [-1.48097, 3.11446, 2.03603], [-1.32697, 2.21846, 2.38503], [-1.43397, 3.65646, 2.77003], [-3.20697, 0.47546, 0.28003], [-3.62797, 1.10246, -0.22397], [-3.27497, 0.72546, 1.16403], [3.01103, -1.39054, -0.64497], [3.59303, -1.85754, 0.05203], [2.95003, -0.47454, -0.29297], [-1.75897, -0.71054, -3.07597], [-2.42697, -0.01554, -3.28797], [-1.14097, -0.44154, -3.88797], [2.33703, -2.58854, 2.39603], [2.92103, -3.42554, 2.67603], [1.48503, -2.75154, 1.79603], [-1.24397, 2.54546, -1.60497], [-1.94497, 1.95446, -1.71097], [-1.26197, 3.29046, -2.15997], [-0.70397, 0.43746, 2.68103], [-0.03497, 0.69246, 3.19203], [-1.02597, -0.32754, 3.16903], [-0.59897, -3.14854, 1.15303], [-1.33497, -3.52154, 1.65403], [-0.91597, -3.70954, 0.39803], [2.50303, 1.37846, -0.04797], [3.11503, 1.74646, 0.43803], [2.37503, 1.62246, -1.02397]],
  "nbo_charge": [-0.82, 0.45, 0.45, 0.46, 0.43, -0.94, 0.46, 0.49, -0.95, 0.47, 0.47, -0.96, 0.48, 0.48, -1.00, 0.50, 0.48, -0.95, 0.47, 0.49, -1.02, 0.51, 0.51, -0.96, 0.47, 0.49, -0.95, 0.48, 0.49, -0.96, 0.48, 0.48, -0.97, 0.49, 0.50]
}

=====

Record 2
{
  "formula": "CH3ClO2S",
  "method": "wB97M-V/def2-TZVPD",
  "homo_energy_ev": [-8.387, -8.458],
  "gap_ev": [7.87, 8.15],
  "e_tot_ev": -28535.64744,
  "lumo_ev": [-0.520, -0.310],
  "max_force_ev_per_a": 2.46,
  "elements": ["C", "O", "O", "S", "Cl", "H", "H", "H"],
  "xyz": [[-0.93001, -0.06463, 0.26262], [1.94597, 1.83387, 0.17887], [-1.54009, -0.06050, -0.93001], [1.44399, 0.59479, -0.36534], [2.38290, -1.06372, 0.56259], [-1.42412, 0.58651, 0.88971], [-0.69539, -0.95807, 0.76871], [-1.18325, -0.86826, -1.36715]],
  "nbo_charge": [-0.01, -0.87, -0.64, 1.00, -0.31, 0.17, 0.17, 0.48]
}

=====

Record 3
{
  "formula": "C3H7NSi",
  "method": "wB97M-V/def2-TZVPD",
  "homo_energy_ev": -8.944,
  "smiles": "[H]/N=C/[SiH2]C=C",
  "gap_ev": 9.88,
  "e_tot_ev": -12589.41804,
  "lumo_ev": 0.939,
  "max_force_ev_per_a": 2.80,
  "elements": ["H", "N", "C", "Si", "C", "C", "H", "H", "H", "H", "H", "H"],
  "xyz": [[-3.22052, -1.40380, 0.25816], [-2.23211, -0.96268, 0.15026], [-1.95033, 0.22060, -0.14911], [-0.07354, 0.95351, 0.06291], [1.07620, -0.55469, -0.06067], [2.37991, -0.44727, 0.09162], [-2.85155, 0.87370, -0.41398], [0.30267, 1.77644, -1.08149], [0.12570, 1.70339, 1.46335], [0.69266, -1.46704, -0.42814], [3.07049, -1.30036, 0.04448], [2.68042, 0.60821, 0.06262]],
  "nbo_charge": [0.36, -0.65, -0.20, 1.00, -0.60, -0.36, 0.15, -0.17, -0.13, 0.22, 0.21, 0.18]
}

=====

Record 4
{
  "formula": "C3H6NO2",
  "method": "wB97M-V/def2-TZVPD",
  "total_charge": -1,
  "homo_energy_ev": -3.193,
  "smiles": "CC(=O)NC[O-]",
  "gap_ev": 7.24,
  "e_tot_ev": -8793.55712,
  "lumo_ev": 4.049,
  "max_force_ev_per_a": 1.36,
  "elements": ["C", "C", "O", "N", "C", "O", "H", "H", "H", "H", "H", "H"],
  "xyz": [[1.84731, -0.32419, -0.55901], [0.77738, 0.15326, 0.42833], [1.10338, 0.81934, 1.41514], [-0.47230, -0.06997, 0.00543], [-2.03311, 0.19759, 0.49194], [-2.79058, -0.16073, -0.47988], [2.05594, 0.46609, -1.27302], [1.45828, -1.18578, -1.11070], [2.76792, -0.69079, -0.11698], [-0.64399, -0.07859, -0.99339], [-2.07440, -0.40300, 1.42395], [-1.99583, 1.27677, 0.76817]],
  "nbo_charge": [-0.70, 0.65, -0.70, -0.70, 0.19, -0.89, 0.21, 0.20, 0.21, 0.38, 0.08, 0.07]
}

=====

Record 5
{
  "formula": "C2H9NOS2",
  "method": "wB97M-V/def2-TZVPD",
  "homo_energy_ev": -8.415,
  "smiles": "CSS.NCO",
  "gap_ev": 8.76,
  "e_tot_ev": -27426.56587,
  "lumo_ev": 0.346,
  "max_force_ev_per_a": 4.46,
  "elements": ["C", "S", "S", "H", "H", "H", "H", "N", "C", "O", "H", "H", "H", "H", "H"],
  "xyz": [[0.84000, -0.01507, -1.83397], [2.35081, 0.56419, -1.16822], [3.71075, -1.11629, -1.29920], [0.90930, -1.15406, -1.81270], [-0.07822, 0.36885, -1.42768], [1.13495, 0.26137, -2.90997], [3.07269, -2.02592, -0.38187], [-2.51553, 0.80126, 1.04977], [-1.38573, 0.51437, 1.74503], [-0.42540, -0.21298, 0.81253], [-3.12443, -0.00314, 0.93861], [-2.31030, 1.22098, 0.22712], [-1.55962, -0.15631, 2.61961], [-0.93890, 1.50728, 2.09829], [0.31963, -0.55453, 1.34264]],
  "nbo_charge": [-0.80, 0.11, -0.17, 0.24, 0.26, 0.22, 0.14, -0.82, 0.09, -0.79, 0.37, 0.36, 0.17, 0.16, 0.47]
}

=====

Record 6
{
  "formula": "C45H38Cl6O30",
  "method": "wB97M-V/def2-TZVPD",
  "homo_energy_ev": -9.351,
  "smiles": "O=C1C=C(O)C(=O)C=C1O.O=C1C=C(O)C(=O)C=C1O.O=C1C=C(O)C(=O)C=C1O.O=C1C=C(O)C(=O)C=C1O.O=C1C=C(O)C(=O)C=C1O.O=C1C=C(O)C(=O)C=C1O.O=C1C=C(O)C(=O)C=C1O.ClCCl.ClCCl.ClCCl.O.O",
  "gap_ev": 7.25,
  "e_tot_ev": -183833.50619,
  "lumo_ev": -2.106,
  "max_force_ev_per_a": 4.59,
  "elements": ["O", "C", "C", "C", "O", "C", "O", "C", "C", "O", "H", "H", "H", "H", "O", "C", "C", "C", "O", "C", "O", "C", "C", "O", "H", "H", "H", "H", "O", "C", "C", "C", "O", "C", "O", "C", "C", "O", "H", "H", "H", "H", "O", "C", "C", "C", "O", "C", "O", "C", "C", "O", "H", "H", "H", "H", "O", "C", "C", "C", "O", "C", "O", "C", "C", "O", "H", "H", "H", "H", "O", "C", "C", "C", "O", "C", "O", "C", "C", "O", "H", "H", "H", "H", "O", "C", "C", "C", "O", "C", "O", "C", "C", "O", "H", "H", "H", "H", "Cl", "C", "Cl", "H", "H", "Cl", "C", "Cl", "H", "H", "Cl", "C", "Cl", "H", "H", "O", "H", "H", "O", "H", "H"],
  "xyz": [[4.24932, 5.75592, -3.51029], [4.57587, 5.52991, -2.37215], [5.50288, 6.45294, -1.74065], [5.98526, 6.29572, -0.48830], [6.94138, 7.13505, -0.03656], [5.51871, 5.18243, 0.40059], [6.01511, 5.06246, 1.52974], [4.53473, 4.35834, -0.20194], [4.16064, 4.42576, -1.45856], [3.24355, 3.59004, -1.98140], [6.05039, 7.18780, -2.31215], [7.36037, 6.73035, 0.72649], [4.25305, 3.52327, 0.42234], [3.27111, 3.81763, -2.91362], [0.48419, -5.86873, -1.89572], [-0.53957, -5.82919, -1.21824], [-1.32365, -7.02015, -0.89349], [-2.40213, -6.98200, -0.01602], [-3.05589, -8.05964, 0.38117], [-2.92463, -5.80674, 0.81020], [-3.79011, -5.89440, 1.64339], [-2.20078, -4.61937, 0.40052], [-1.15433, -4.60429, -0.51461], [-0.65339, -3.40337, -0.92486], [-0.83157, -7.93868, -1.17737], [-3.75020, -7.83545, 1.00508], [-2.53017, -3.62367, 0.65835], [0.12737, -3.53145, -1.46855], [-0.39456, -1.15586, -7.18482], [0.18719, -0.19603, -6.68659], [1.26785, 0.65905, -7.33166], [1.86589, 1.71291, -6.70861], [2.62546, 2.60065, -7.43925], [1.49742, 2.16725, -5.31234], [1.98982, 3.13176, -4.72132], [0.48549, 1.26137, -4.68696], [-0.11815, 0.25700, -5.32615], [-1.02408, -0.46551, -4.73135], [1.40086, 0.68435, -8.40313], [3.10867, 3.20580, -6.87188], [0.18988, 1.54851, -3.68868], [-1.02093, -1.33376, -5.14089], [-1.35138, 0.68012, 5.63695], [-0.45354, 1.10940, 4.84049], [0.98720, 0.87925, 5.13802], [1.98167, 1.30274, 4.33741], [3.24880, 1.28726, 4.64503], [1.78104, 1.91485, 2.99159], [2.60640, 2.29267, 2.15477], [0.36949, 2.12371, 2.73149], [-0.64842, 1.74349, 3.51052], [-1.93368, 1.94243, 3.18167], [1.25749, 0.62460, 6.15218], [3.71115, 1.66148, 3.89151], [0.05859, 2.59483, 1.81074], [-2.49828, 1.46101, 3.79082], [-6.55236, -3.60007, 3.86646], [-5.73605, -3.06793, 3.10545], [-6.00511, -3.05022, 1.65427], [-5.19414, -2.39800, 0.76121], [-5.38297, -2.47125, -0.59545], [-3.99670, -1.58870, 1.20386], [-3.40011, -0.89054, 0.40050], [-3.63289, -1.74153, 2.61711], [-4.41463, -2.42114, 3.46482], [-4.14556, -2.38894, 4.80850], [-6.85256, -3.62753, 1.31525], [-4.72725, -1.87563, -0.96538], [-2.66650, -1.39797, 2.95541], [-4.60990, -3.11798, 5.22622], [-1.48686, 4.75669, 0.72642], [-2.23796, 3.91469, 0.26027], [-1.97963, 3.40424, -1.04319], [-2.80318, 2.53614, -1.68711], [-2.53252, 2.04135, -2.89545], [-4.09172, 2.10845, -1.13447], [-4.81880, 1.17818, -1.58100], [-4.41943, 2.73012, 0.13808], [-3.60043, 3.58384, 0.76844], [-3.82021, 4.18208, 1.88022], [-1.04862, 3.59217, -1.55729], [-3.25591, 1.59100, -3.33758], [-5.39331, 2.44516, 0.50787], [-3.12073, 4.81418, 2.06127], [0.96573, -6.67115, 1.86937], [0.60453, -5.75357, 2.61039], [-0.66139, -5.81437, 3.41560], [-1.07929, -4.72760, 4.19035], [-2.13202, -4.76335, 5.01532], [-0.46217, -3.30598, 4.11169], [-0.99073, -2.30599, 4.61425], [0.86098, -3.39729, 3.50861], [1.35726, -4.39739, 2.77508], [2.49620, -4.33131, 2.10545], [-1.21967, -6.72575, 3.57081], [-2.24420, -3.85430, 5.30279], [1.50383, -2.53358, 3.42412], [2.68176, -5.08357, 1.53861], [0.16725, 7.98774, 0.09143], [0.96673, 6.68687, -0.90376], [1.13795, 7.22374, -2.59019], [1.94761, 6.37227, -0.54738], [0.31180, 5.81928, -0.82341], [0.26865, -0.76027, 1.26743], [-0.22203, -0.15255, -0.32668], [0.50647, 1.47364, -0.56471], [0.12424, -0.73819, -1.17829], [-1.31145, -0.13224, -0.35586], [3.53677, -0.82410, -0.38352], [4.28550, 0.77495, -0.04700], [6.00126, 0.75092, -0.59677], [3.73942, 1.46733, -0.68772], [4.32494, 0.97211, 1.02429], [3.44501, -1.24428, -3.21136], [4.19070, -1.46754, -2.65428], [3.46634, -0.28909, -3.26947], [1.40416, -3.06892, -2.61575], [1.77964, -3.83089, -3.05693], [1.87941, -2.32224, -2.98019]],
  "lowdin_charge": [0.13, -0.34, 0.07, -0.22, 0.10, -0.30, 0.11, 0.05, -0.23, 0.09, 0.14, 0.11, 0.12, 0.07, 0.10, -0.31, 0.07, -0.19, 0.11, -0.34, 0.12, 0.07, -0.15, 0.07, 0.13, 0.11, 0.11, 0.04, 0.12, -0.28, 0.10, -0.20, 0.08, -0.27, 0.10, 0.08, -0.29, 0.13, 0.13, 0.11, 0.10, 0.12, 0.07, -0.25, 0.08, -0.26, 0.14, -0.31, 0.07, 0.00, -0.25, 0.11, 0.13, 0.11, 0.08, 0.11, 0.11, -0.29, 0.08, -0.19, 0.09, -0.32, 0.09, 0.07, -0.19, 0.08, 0.13, 0.09, 0.11, 0.11, 0.10, -0.33, 0.02, -0.23, 0.11, -0.30, 0.07, 0.07, -0.27, 0.15, 0.11, 0.12, 0.14, 0.12, 0.09, -0.28, 0.07, -0.19, 0.10, -0.28, 0.08, 0.03, -0.23, 0.12, 0.12, 0.08, 0.12, 0.12, 0.47, -0.97, 0.52, 0.02, 0.00, 0.61, -0.90, 0.61, 0.02, 0.01, 0.58, -0.95, 0.50, -0.01, 0.01, -0.11, 0.00, 0.04, -0.04, 0.06, 0.00]
}